Computed, not measured: a molecular structure, C28H37N4O4P2PdSSe in a non-equilibrium geometry, with ωB97M-V with the def2-TZVPD basis set.

The orbital gap (alpha / beta) comes out at 0.197 / 0.258 hartree. The spin multiplicity is 5. The total charge is -1. As for the expectation value of S²: 6.041. As for the largest force on an atom: 2.16 eV/Å. For the relative energy (zero: lowest compared OMol25 entry of this formula, charge and spin), the calculation gives 58.2 kcal per mole.

Geometry (Å):
H -4.18680 3.22631 0.75083
H 5.60821 5.21745 -3.64934
C -5.04985 1.46967 -0.11173
C -0.79873 4.48819 0.94014
H -6.12362 -0.10117 -1.07445
H 4.76415 -1.54828 -1.95289
C -5.86488 3.69813 -0.51238
H -2.18522 3.30908 -0.99472
H 3.23152 -3.10511 -0.83826
H -3.09506 1.61833 -2.43902
H 4.11568 -0.04331 1.58795
H -1.67286 3.16596 3.49264
C 1.23357 2.81384 2.71506
H 1.41120 -1.37310 -3.55091
C -4.96907 2.84637 0.10858
N 3.56556 1.82850 -1.43728
N 1.94866 3.78093 -0.17006
C -6.87871 3.20726 -1.33374
C -6.96923 1.83056 -1.51753
H 1.71163 0.28026 -2.98593
C 3.71135 3.15996 -1.72048
H 2.52072 6.23205 -0.84461
H -8.49405 4.61648 -1.24634
C 1.76531 2.45735 0.01891
H -0.50176 2.82614 -1.29543
C 4.11285 -0.50713 0.60171
H -7.33322 4.93421 -2.53539
C -1.03333 2.98820 0.79545
H -0.02116 -1.59104 -1.74227
C -6.06229 0.96929 -0.92522
H -1.64369 5.03125 0.50940
S -3.88566 0.35459 0.62195
Se -1.55002 -1.59192 3.03026
H -2.73371 -0.08730 -2.07258
C 2.91306 4.14195 -1.06863
H 5.26470 2.81088 -3.14403
P 0.51717 1.97183 1.24636
N -0.64448 -2.26498 0.30222
C -2.01074 2.29538 2.91578
C 2.61904 -1.23677 -1.76045
C 4.67415 3.57111 -2.64808
O -1.41430 0.60245 -4.37075
H -1.14582 0.60241 -0.40360
O -2.17412 2.59428 1.54761
H 0.55013 2.84491 3.56028
H 0.12136 4.75574 0.42647
C -2.30576 0.92099 -2.13149
H -5.77727 4.76856 -0.36189
Pd 0.16613 -0.23794 0.72713
C 4.09414 5.87639 -2.27487
H -2.99397 1.99380 3.27468
P 2.44937 -0.26328 -0.14089
H 1.53890 3.81421 2.41192
C 1.49703 -0.73907 -2.65896
C -7.85477 4.14332 -1.99467
C 2.39117 -2.71210 -1.41401
H 4.24618 6.92814 -2.48656
H 1.49100 -2.83828 -0.80824
H 3.88897 -1.45392 -3.48855
C 3.12878 5.49557 -1.35511
N -1.86576 1.27775 -0.79976
C -1.01285 -1.93681 1.37851
H -7.76575 1.42887 -2.13344
C 2.57367 1.49970 -0.59020
H 4.32949 -1.56893 0.71635
H 2.11461 2.23984 3.00469
H 4.85261 -0.02028 -0.03209
H -8.48964 3.60330 -2.69582
C 3.95343 -1.04062 -2.47684
H 2.29305 -3.31038 -2.32388
H -1.31878 1.46097 3.06770
O -4.05038 -0.92437 -0.12398
O 0.26541 -0.69051 -1.96307
C -1.38112 2.64237 -0.66218
H 4.18168 0.01987 -2.54134
C -1.28801 0.97100 -3.24929
C 4.86007 4.91739 -2.92532
H -0.71557 4.75570 1.99459

***

Computed, not measured: a molecular structure, C28H38BF6Ge2NO6S2V in a non-equilibrium geometry, with ωB97M-V with the def2-TZVPD basis set.

The orbital gap (alpha / beta) comes out at 0.270 / 0.283 hartree. The spin multiplicity is 3. The total charge is +1. As for the expectation value of S²: 2.262. As for the largest force on an atom: 1.48 eV/Å. For the relative energy (zero: lowest compared OMol25 entry of this formula, charge and spin), the calculation gives 0.0 kcal per mole.

Geometry (Å):
H 0.65875 0.81308 3.24793
H 2.52873 0.50506 -3.41797
C 4.69356 -0.91449 -4.81127
H -3.01598 6.98467 1.74433
C -5.09904 -1.70433 -0.06396
H -1.40448 3.11005 3.27699
O -2.17626 -3.94124 2.87037
C -1.34239 4.27376 0.61059
H 3.89428 -0.25410 -5.15173
C -3.70898 0.34685 -3.63729
H 4.56860 1.38208 -3.29982
H -4.81125 5.30032 1.94221
H 3.10592 2.74423 0.64956
H 1.63980 3.62120 1.05614
V -0.91547 -1.54753 0.93918
H -5.43400 -1.78871 -1.09863
H -3.90333 -1.72016 -2.97235
C 2.43065 -2.58676 -1.00068
H -0.79561 6.32677 0.88485
H -5.64511 -2.44218 0.52276
C -2.83122 5.95979 1.45166
H 5.59797 -0.65357 -5.36308
C -0.42564 2.68559 3.49745
C -3.60535 3.69941 1.18555
O 0.83887 -1.84204 1.78144
C 3.65985 -1.13981 -2.55418
C -3.58276 -1.93057 0.06629
H 5.93025 -2.72469 -3.19074
H 0.32126 3.35577 3.07417
H 7.00710 -1.36036 -3.45623
Ge -2.68738 -0.58043 -1.06529
C 4.94389 -0.77772 -3.30323
C -2.97740 1.24518 -0.46646
H 4.46740 -2.84581 -1.53723
O -1.90321 -1.50728 2.72260
H -3.32571 -2.93374 -0.28796
H 4.42010 -1.93852 -5.07115
H -0.29835 2.69360 4.58128
C -3.17188 -0.90939 -2.95222
C 1.37784 -0.69360 -2.07905
H -4.61469 0.71679 -3.15459
C 2.09812 2.63114 1.05276
C -3.84061 5.01390 1.55944
H 5.48504 0.80264 -1.90368
H -3.86403 1.78948 -0.78235
C 2.52122 -0.34934 -2.75593
C 1.31625 1.61356 0.22103
F 2.24194 -4.56600 1.34367
C -2.35360 3.31795 0.70241
S 1.09720 -2.81037 2.89561
H -5.37766 -0.71395 0.29928
H -2.28656 -1.27178 -3.47228
Ge -0.42141 1.12151 0.99999
H -1.07607 0.63490 3.42446
O 2.32138 -2.68151 3.58873
H 2.40015 -3.43690 -0.33753
N -0.10095 -2.85201 3.91156
H -3.95314 0.14307 -4.68029
H 1.17906 1.94482 -0.81041
C 6.11437 -1.68354 -2.92038
H -4.38020 2.95120 1.29132
C 5.33070 0.67210 -2.97654
C -2.09181 1.91153 0.29622
S -1.61409 -2.77753 3.47481
C 1.09761 -4.43430 1.99840
O 0.04441 -1.86934 -0.69567
H 6.33710 -1.63500 -1.85270
H 1.89633 0.68615 0.17770
C 3.59027 -2.23561 -1.68960
F -1.85575 -1.39475 5.67768
H 2.19954 2.31314 2.09043
H -0.36674 3.99067 0.22723
H 6.25911 0.93169 -3.48666
C -2.33180 -2.51172 5.16392
H -3.35612 -1.88354 1.12817
C 1.34165 -1.78584 -1.22244
F 0.09020 -4.43278 1.10973
O 0.15109 -0.04975 -2.09765
C -0.30326 1.24971 2.96840
F 0.94073 -5.42639 2.84170
F -2.02004 -3.54364 5.91648
F -3.64673 -2.42402 5.02373
C -1.58236 5.58903 0.97333
B -0.66561 -0.71923 -1.22232
H -2.97420 1.15349 -3.62203

***

Computed, not measured: a molecular structure, C28H38BN5NiP2 in a non-equilibrium geometry, with ωB97M-V with the def2-TZVPD basis set.

The orbital gap (alpha / beta) comes out at 0.240 / 0.220 hartree. The spin multiplicity is 3. The total charge is 0. As for the expectation value of S²: 2.005. As for the largest force on an atom: 4.82 eV/Å.

Geometry (Å):
H 2.32852 -1.36029 -9.60539
N 2.15715 -2.39996 -7.70811
H -3.85658 -2.87093 -6.34257
C 4.39936 1.26460 -8.05291
C -2.82675 2.12975 -6.08222
H 0.79730 -0.42390 -8.79567
H -1.40002 2.55216 -3.66047
C -5.29717 -1.19578 -8.84892
H -1.90676 -0.47695 1.09822
H 3.11805 -5.48665 -8.47393
C 2.82876 -4.43824 -8.45215
C 1.75496 2.38555 -3.21886
H -0.41157 0.37586 -4.80160
H 0.36433 0.67448 -7.47904
H 3.13274 -3.74347 -10.58463
C 0.40504 -0.39226 -7.76371
H -3.84990 0.52564 -8.85897
H 0.03925 4.29587 -0.91094
H -2.23470 1.07629 -1.31404
C -5.29709 -2.35111 -8.00736
H -1.54882 1.13225 -8.91003
C -4.21368 -0.39988 -8.44789
H -2.91630 4.33552 -6.31142
H -0.98958 -2.15475 1.75825
N -3.59836 -1.00423 -7.33842
C 3.95091 0.19538 -6.10550
C -0.50207 -1.62255 -0.31638
H -1.77872 3.80197 -8.76088
H 2.20879 -4.02409 -6.31832
C -1.31381 1.54184 -3.20576
H 2.84636 -2.66634 -2.86521
C 0.95576 3.52676 -2.66220
N 2.89085 -0.04347 -6.98230
H 5.81995 1.34849 -6.31333
C 1.92471 -2.63367 -2.25830
C -1.90790 1.71991 -8.08903
H -3.30483 1.89630 -5.13633
Ni 0.11191 -2.95639 -3.09296
H 2.84433 2.51006 -3.17703
C -1.40372 1.66902 -1.69605
C 3.18359 0.61810 -8.16653
H 4.88779 1.83434 -8.84725
H 1.99772 0.60352 -4.26853
H 0.15610 3.83352 -3.35162
H -0.13722 -0.23870 -3.23636
H -2.19901 0.94691 -3.47900
C -0.98512 -1.04972 -7.82715
C 4.88998 1.00680 -6.73683
H 1.63903 -1.58073 -2.02122
N -2.33585 1.11377 -6.90132
P -2.10821 -0.60875 -6.41241
H -5.99371 -0.95048 -9.63330
H 3.91527 -0.20515 -5.10632
N -0.36636 -2.12512 -1.36910
H 0.04720 -0.40147 1.54762
C 2.85071 -3.53640 -9.55344
H -0.90540 -2.15124 -7.78296
C 0.45194 3.32893 -1.22279
H 2.14418 -3.13785 -1.30967
C 2.44979 -2.28787 -9.07712
H 2.48516 0.61768 -9.00266
C -2.64643 3.35450 -6.70180
H -5.99714 -3.17218 -8.04749
H -1.44732 -0.80556 -8.80025
C 1.25410 1.28854 -3.81922
B -0.84963 -1.12488 1.10121
C 2.39550 -3.72918 -7.33415
H 1.72040 4.32852 -2.59567
H -0.67918 2.10635 0.18429
C -0.53432 2.27177 -0.89397
C -0.14846 0.71388 -3.78184
C -4.24210 -2.22789 -7.11554
C -2.05387 3.09215 -7.98701
H 1.29998 3.16785 -0.55119
P 1.54107 -1.20724 -6.53595